[1]
Here is an isolated molecule of C26H37N3O3 from the OMol25 dataset. Energies are from ωB97M-V with the def2-TZVPD basis set.

ΔE to the lowest compared entry with this formula, charge and spin, kcal/mol: 2.75
Multiplicity: 1
E_HOMO, eV: -8.35
Kohn-Sham gap, Ha: 0.336
Structure (SMILES): CCOC(=O)C1(C[C@@H]2CCCCO2)CCN(Cc2c(C)cc(C)cc2-n2cccn2)CC1

Last column: Löwdin charge in e.
CARTESIAN COORDINATES (ANGSTROEM)
C  0.55  0.90  -2.59  -0.06
C  -0.96  0.82  -2.38  -0.20
H  -1.40  0.05  -3.01  0.12
H  -1.43  1.79  -2.59  0.12
O  -1.27  0.54  -1.02  -0.02
C  -1.31  -0.74  -0.64  -0.47
O  -1.18  -1.66  -1.40  0.13
C  -1.59  -0.89  0.85  -0.34
C  -1.06  0.29  1.66  -0.09
C  0.45  0.41  1.53  -0.17
N  1.10  -0.79  2.02  -0.13
C  0.68  -1.95  1.26  -0.17
C  -0.84  -2.14  1.35  -0.10
H  -1.11  -3.00  0.74  0.12
H  -1.12  -2.33  2.38  0.13
H  1.15  -2.83  1.70  0.11
H  0.97  -1.89  0.20  0.13
C  2.55  -0.67  2.14  -0.12
C  3.30  -0.62  0.83  -0.09
C  3.87  -1.78  0.27  -0.21
C  4.35  -1.76  -1.03  0.00
C  4.31  -0.62  -1.82  -0.26
C  3.84  0.54  -1.24  0.02
C  3.37  0.55  0.06  -0.14
N  2.99  1.81  0.57  -0.12
C  3.43  2.42  1.69  -0.07
C  2.85  3.67  1.72  -0.06
C  2.07  3.72  0.56  -0.14
N  2.17  2.60  -0.13  0.08
H  1.45  4.52  0.20  0.10
H  2.97  4.43  2.46  0.09
H  4.13  1.96  2.35  0.12
H  3.83  1.47  -1.80  0.12
C  4.79  -0.66  -3.24  -0.04
H  5.81  -1.04  -3.29  0.08
H  4.15  -1.32  -3.83  0.08
H  4.76  0.34  -3.68  0.08
H  4.77  -2.67  -1.45  0.12
C  4.01  -3.06  1.05  -0.04
H  4.67  -3.74  0.52  0.08
H  4.43  -2.88  2.03  0.08
H  3.05  -3.56  1.17  0.07
H  2.74  0.23  2.73  0.11
H  2.89  -1.53  2.73  0.11
H  0.79  1.25  2.14  0.13
H  0.70  0.62  0.48  0.11
H  -1.52  1.23  1.34  0.11
H  -1.31  0.12  2.71  0.13
C  -3.10  -1.12  1.05  -0.05
C  -4.07  -0.40  0.10  -0.33
C  -4.14  1.12  0.30  -0.13
C  -5.22  1.71  -0.60  -0.19
C  -6.55  0.99  -0.34  -0.17
C  -6.34  -0.51  -0.51  -0.21
O  -5.33  -1.00  0.35  -0.10
H  -7.24  -1.07  -0.25  0.12
H  -6.07  -0.73  -1.56  0.13
H  -7.32  1.34  -1.03  0.11
H  -6.88  1.19  0.68  0.12
H  -5.32  2.78  -0.41  0.11
H  -4.94  1.58  -1.64  0.11
H  -3.18  1.56  0.06  0.10
H  -4.38  1.32  1.35  0.13
H  -3.78  -0.61  -0.94  0.16
H  -3.37  -0.86  2.08  0.13
H  -3.31  -2.19  0.92  0.13
H  1.00  -0.08  -2.41  0.08
H  0.99  1.62  -1.91  0.04
H  0.76  1.19  -3.62  0.08


[2]
Here is a structure of composition C22H21AlAsN2O3 from the OMol25 dataset. Energies are from ωB97M-V with the def2-TZVPD basis set.

ΔE to the lowest compared entry with this formula, charge and spin, kcal/mol: 0.00
Multiplicity: 1
Net charge: +1
E_HOMO, eV: -12.49
Kohn-Sham gap, Ha: 0.343

Last column: Löwdin charge in e.
CARTESIAN COORDINATES (ANGSTROEM)
Al  -0.24  0.50  0.41  0.26
N  0.47  -1.33  0.75  0.06
C  -0.65  -1.99  1.50  -0.06
C  -2.00  -1.47  0.96  -0.50
O  -2.95  -2.20  0.84  0.11
N  -1.91  -0.15  0.65  -0.01
C  -2.81  0.48  -0.31  -0.06
C  -1.98  1.33  -1.30  -0.50
O  -2.47  1.93  -2.20  0.15
O  -0.64  1.34  -1.05  -0.05
H  0.62  -1.84  -0.13  0.15
H  1.35  -1.40  1.27  0.11
H  -0.55  -1.75  2.56  0.13
H  -0.62  -3.07  1.38  0.14
H  -3.55  1.13  0.16  0.14
H  -3.36  -0.28  -0.88  0.14
C  3.27  5.54  -0.08  -0.05
C  2.13  5.00  -0.66  -0.05
C  1.51  3.90  -0.08  -0.09
C  2.04  3.35  1.08  -0.37
C  3.19  3.88  1.66  -0.11
C  3.80  4.98  1.07  -0.06
As  1.15  1.87  1.91  1.37
C  2.51  0.67  2.56  -0.40
C  3.59  0.36  1.73  -0.11
C  4.49  -0.61  2.13  -0.06
C  4.32  -1.27  3.34  -0.06
C  3.25  -0.95  4.17  -0.06
C  2.34  0.02  3.78  -0.10
C  0.20  2.47  3.46  -0.38
C  -1.12  2.07  3.65  -0.10
C  -1.80  2.48  4.79  -0.06
C  -1.16  3.28  5.73  -0.05
C  0.16  3.67  5.53  -0.05
C  0.85  3.27  4.40  -0.09
H  3.75  6.39  -0.53  0.12
H  1.72  5.43  -1.56  0.12
H  0.63  3.47  -0.55  0.09
H  3.62  3.43  2.55  0.11
H  4.70  5.40  1.52  0.11
H  3.73  0.88  0.79  0.11
H  5.34  -0.85  1.49  0.12
H  5.03  -2.02  3.65  0.12
H  3.14  -1.45  5.12  0.12
H  1.52  0.29  4.43  0.11
H  -1.62  1.45  2.91  0.08
H  -2.82  2.17  4.95  0.12
H  -1.69  3.59  6.61  0.12
H  0.65  4.30  6.27  0.12
H  1.87  3.58  4.25  0.10


[3]
Here is a structure of composition C10H20Br10CrN3O9 at a distorted geometry from the OMol25 dataset. Energies are from ωB97M-V with the def2-TZVPD basis set.

Expectation value of S²: 3.803
Multiplicity: 4
E_HOMO (alpha / beta), eV: -9.84 / -9.84
Kohn-Sham gap (alpha / beta), Ha: 0.226 / 0.274

Last column: Löwdin charge in e.
CARTESIAN COORDINATES (ANGSTROEM)
Cr  -1.17  -0.52  2.54  1.12
N  -0.63  -0.23  0.00  -0.38
O  -0.40  0.03  -1.17  0.14
O  -0.14  -1.25  0.71  -0.18
O  -1.37  0.58  0.81  -0.11
N  1.51  0.57  3.79  -0.49
O  0.58  -0.09  3.05  -0.19
O  2.45  1.00  3.18  0.02
O  1.37  0.60  4.97  0.13
N  -2.36  1.46  4.55  -0.49
O  -1.94  1.06  3.30  -0.23
O  -3.60  1.35  4.78  0.03
O  -1.53  1.80  5.36  0.08
Br  4.47  0.61  0.83  0.65
C  4.17  2.35  0.03  -0.73
C  4.32  3.46  1.04  -0.71
Br  4.06  5.11  0.08  0.64
H  3.26  2.33  -0.55  0.05
H  4.97  2.51  -0.69  0.05
H  5.29  3.46  1.51  0.06
H  3.59  3.37  1.85  0.03
Br  2.59  -0.72  -5.11  0.63
C  1.31  -1.59  -3.96  -0.74
C  1.30  -3.05  -4.14  -0.73
Br  0.80  -3.48  -5.97  0.59
H  0.33  -1.16  -4.14  0.05
H  1.58  -1.32  -2.95  0.05
H  0.58  -3.59  -3.54  0.03
H  2.30  -3.43  -3.97  0.04
Br  2.01  -5.24  -1.11  0.72
C  1.12  -4.11  0.15  -0.75
C  0.15  -4.89  0.95  -0.64
Br  -0.86  -3.72  2.14  0.74
H  0.64  -3.26  -0.33  0.04
H  1.86  -3.66  0.80  0.07
H  0.65  -5.59  1.60  0.06
H  -0.59  -5.37  0.32  0.06
Br  0.45  3.97  2.64  0.67
C  -1.03  4.26  1.42  -0.67
C  -2.04  5.18  2.03  -0.67
Br  -2.73  4.55  3.75  0.67
H  -1.44  3.30  1.12  0.04
H  -0.62  4.69  0.51  0.06
H  -2.94  5.26  1.43  0.05
H  -1.65  6.17  2.22  0.05
Br  -3.86  -1.57  -0.96  0.67
C  -3.63  -1.00  -2.79  -0.69
C  -4.13  -2.03  -3.76  -0.72
Br  -2.79  -3.17  -4.55  0.64
H  -2.59  -0.72  -2.93  0.04
H  -4.19  -0.09  -2.97  0.07
H  -4.63  -1.54  -4.59  0.06
H  -4.86  -2.66  -3.28  0.04


[4]
Here is a structure of composition C36H41N7OPRhSi at a distorted geometry from the OMol25 dataset. Energies are from ωB97M-V with the def2-TZVPD basis set.

Expectation value of S²: 6.037
Multiplicity: 5
Net charge: +2
E_HOMO (alpha / beta), eV: -11.78 / -12.27
Kohn-Sham gap (alpha / beta), Ha: 0.236 / 0.118

Last column: Löwdin charge in e.
CARTESIAN COORDINATES (ANGSTROEM)
Rh  10.33  10.08  9.66  0.99
C  5.95  11.72  9.79  -0.02
C  5.82  11.87  11.14  -0.05
C  6.89  11.85  11.99  -0.01
C  8.11  11.53  11.45  -0.29
N  8.24  11.22  10.20  0.05
C  7.21  11.28  9.33  -0.06
C  9.33  11.56  12.24  -0.19
C  9.47  12.21  13.45  0.00
C  10.69  12.17  14.09  -0.03
C  11.74  11.45  13.61  -0.01
C  11.56  10.90  12.41  -0.25
N  10.39  10.85  11.78  0.07
C  12.54  9.97  11.82  -0.24
C  13.78  9.76  12.42  0.02
C  14.54  8.73  11.89  -0.02
C  14.05  7.95  10.84  -0.04
C  12.92  8.37  10.17  -0.09
N  12.13  9.34  10.72  -0.02
H  5.11  11.72  9.10  0.12
H  4.85  12.12  11.53  0.12
H  6.76  11.99  13.04  0.11
H  7.49  11.02  8.30  0.12
H  8.72  12.87  13.83  0.12
H  10.67  12.61  15.10  0.14
H  12.62  11.23  14.27  0.15
H  14.06  10.40  13.23  0.10
H  15.52  8.54  12.35  0.13
H  14.53  7.03  10.49  0.12
H  12.50  7.74  9.30  0.15
C  13.29  10.43  6.27  -0.14
Si  11.85  11.44  7.19  0.58
C  10.71  12.67  6.43  -0.18
C  12.41  12.17  8.83  -0.19
N  10.52  10.12  7.71  -0.18
C  10.15  9.24  6.71  -0.32
C  10.26  9.46  5.24  -0.01
C  9.89  8.54  4.23  -0.05
C  9.25  7.36  4.64  -0.08
C  9.11  7.16  5.98  -0.01
C  9.47  8.10  7.02  -0.21
O  9.37  7.74  8.36  -0.05
C  8.36  6.80  8.65  -0.26
C  7.02  7.10  8.28  -0.02
C  6.02  6.25  8.65  -0.05
C  6.40  5.05  9.27  -0.12
C  7.66  4.68  9.55  -0.13
C  8.66  5.58  9.26  -0.04
H  14.22  10.38  6.85  0.03
H  13.63  10.84  5.32  0.03
H  12.92  9.43  6.18  0.00
H  10.03  12.14  5.71  0.04
H  11.27  13.54  5.97  0.06
H  10.09  13.08  7.22  0.03
H  12.88  13.08  8.51  0.04
H  13.15  11.69  9.46  0.02
H  11.60  12.37  9.45  -0.02
H  10.85  10.33  4.93  0.08
H  9.99  8.58  3.15  0.11
H  8.92  6.54  4.08  0.10
H  8.59  6.24  6.22  0.12
H  6.75  8.02  7.80  0.12
H  5.05  6.33  8.20  0.12
H  5.60  4.34  9.41  0.11
H  7.86  3.65  9.94  0.14
H  9.73  5.34  9.45  0.14
C  9.21  7.03  14.85  -0.16
N  9.75  6.69  13.61  -0.12
C  9.73  7.93  12.87  -0.24
N  8.57  8.78  12.80  -0.14
C  8.06  8.96  14.08  -0.23
N  7.94  7.78  14.86  -0.04
C  6.84  6.98  14.41  -0.23
P  7.23  6.33  12.62  1.20
C  8.93  5.72  12.83  -0.32
C  7.62  8.05  11.90  -0.25
H  10.00  7.78  15.16  0.16
H  8.99  6.17  15.49  0.15
H  10.10  7.74  11.79  0.15
H  10.58  8.49  13.33  0.14
H  7.08  9.44  14.00  0.15
H  8.87  9.52  14.59  0.16
H  5.88  7.46  14.37  0.10
H  6.73  6.02  14.95  0.11
H  9.51  5.39  11.95  0.09
H  8.84  4.66  13.29  0.13
H  6.64  8.55  11.73  0.11
H  8.24  8.02  11.02  0.06


DFT total energy in eV, matching the order above: -38175.9084 -99711.0572 -762426.3952 -70631.9270